28
Properties=species:S:1:pos:R:3:forces:R:3 method="wB97M-V/def2-TZVPD" de_lowest_kcal_mol=2.71 gap_ev=7.490 spin_multiplicity=1 total_charge=+1 total_energy_ha=-1555.2300
Pd 0.97323 -1.35207 -0.26831 0.107 1.652 -0.033
C -0.45902 2.67414 0.69668 0.017 0.047 -0.038
C -0.26892 1.25526 0.27072 -0.140 -0.057 -0.041
N 0.87182 0.71918 0.07491 0.137 -0.165 0.099
N 2.04609 1.39204 0.20039 0.033 -0.148 -0.131
C 3.20052 0.71857 -0.09520 -0.022 0.246 0.148
N 4.30851 1.46023 -0.10115 -0.032 -0.074 0.040
S 3.28078 -0.93612 -0.40377 -0.130 -0.175 -0.150
C -1.41322 0.31900 0.05116 0.168 0.106 0.079
C -2.71122 0.77233 -0.05548 -0.112 -0.080 0.051
C -3.73468 -0.15042 -0.25353 0.003 0.073 0.014
C -3.42480 -1.49161 -0.30997 0.024 -0.065 0.022
C -2.09197 -1.87209 -0.20991 -0.017 0.076 0.050
N -1.10806 -0.99449 -0.05692 -0.188 -0.165 -0.206
H 0.23245 2.91532 1.50689 -0.004 0.016 -0.002
H -1.46267 2.85107 1.07014 0.023 -0.002 0.008
H -0.28070 3.36538 -0.13125 0.002 -0.017 -0.003
H 2.04236 2.39102 0.35141 0.002 0.001 -0.036
H 4.31499 2.44124 0.12205 0.010 0.002 0.003
H 5.19156 1.00425 -0.26142 0.004 0.011 -0.009
H -2.93532 1.82695 0.00696 -0.002 -0.017 -0.002
H -4.75763 0.18618 -0.35105 -0.001 -0.002 0.005
H -4.18806 -2.24538 -0.43729 -0.002 0.003 -0.004
H -1.80489 -2.91410 -0.24664 -0.009 0.005 -0.044
Cl 1.24223 -3.77787 1.21620 -0.061 -0.320 -0.043
C 1.01375 -3.26429 -0.48951 0.211 -0.723 0.453
H 0.06336 -3.66666 -0.83138 0.080 -0.093 -0.152
H 1.85952 -3.62708 -1.06473 -0.102 -0.134 -0.078

24
Properties=species:S:1:pos:R:3:forces:R:3 method="wB97M-V/def2-TZVPD" de_lowest_kcal_mol=18.26 gap_ev=10.413 spin_multiplicity=1 smiles=C[N+](C)(C)c1c(F)cccc1F total_charge=+1 total_energy_ha=-604.2769
C 1.07946 -0.72289 -1.20614 2.809 -2.191 -4.563
N 0.73674 0.01009 -0.05483 -0.590 1.809 3.283
C 1.06379 -0.74344 1.24797 -2.600 0.171 0.738
C 1.54937 1.25476 0.00368 2.729 0.852 -2.091
C -0.73240 0.18234 -0.01977 -3.042 -4.920 0.284
C -1.61900 -1.15522 0.09515 2.565 3.405 -1.321
F -0.94462 -2.33865 0.05584 -1.129 0.631 0.136
C -2.95973 -1.04389 0.04614 -2.034 -3.112 1.304
C -3.68524 0.19494 0.08364 0.371 -1.766 -0.144
C -2.95451 1.29957 0.01710 1.465 4.031 0.145
C -1.52264 1.26834 -0.05618 0.330 0.014 0.315
F -0.85284 2.41348 -0.06933 -0.383 1.312 -0.172
H 2.24281 -0.68677 -1.40365 -2.177 -0.053 0.820
H 0.84143 -1.84318 -1.06117 -0.044 2.096 -0.739
H 0.68409 -0.17622 -2.17947 0.279 -1.533 2.136
H 0.22999 -1.49330 1.34104 1.442 0.891 0.464
H 1.96336 -1.24133 1.12959 1.890 -0.846 -0.355
H 1.11579 -0.05218 2.13147 -0.285 -0.517 -1.141
H 2.68285 1.03386 0.07509 -1.927 -0.393 -0.401
H 1.42028 1.92225 -0.88762 -0.149 -0.953 0.682
H 1.40896 1.83570 0.85386 -1.056 0.750 1.556
H -3.55961 -2.05899 0.20523 1.356 2.299 -0.659
H -4.76529 0.18881 0.16862 0.170 0.036 -0.041
H -3.29545 2.39617 0.09471 0.009 -2.014 -0.234

23
Properties=species:S:1:pos:R:3:forces:R:3 method="wB97M-V/def2-TZVPD" de_lowest_kcal_mol=143.27 gap_ev="5.980 / 8.174" spin_multiplicity=1 total_energy_ha=-459.4592
C -0.08632 -0.55327 2.61548 0.321 -0.099 1.396
C -0.60366 -0.78330 0.55255 -0.041 -0.223 0.123
C 0.26140 0.33416 0.66111 0.456 -0.266 -0.570
C -0.05530 1.29720 -1.62573 1.147 3.465 -2.493
C -1.33145 -1.35315 -0.48397 1.184 0.682 0.036
C 0.77942 0.19520 -1.85004 2.685 -0.453 1.348
C 0.88352 0.96568 -0.44050 1.219 0.488 -1.634
C -2.22362 -2.47306 -0.21618 -1.435 0.937 0.197
C 2.14130 1.93195 -0.31005 -0.227 -3.258 0.472
N -0.70010 -1.35263 1.82073 -0.903 0.471 0.948
N 0.56061 0.47829 1.99566 -2.097 -1.313 -1.992
H -0.09634 -0.54853 3.70481 0.121 -0.545 -0.285
H -0.01829 2.29659 -2.22516 0.408 -1.396 1.037
H -1.04359 1.14799 -1.41479 -2.598 -0.754 0.877
H -1.25131 -1.06888 -1.52677 0.064 0.523 0.333
H 1.81366 0.29955 -2.25767 -1.243 -0.019 -0.680
H -3.24074 -2.12939 -0.48068 0.095 -0.196 0.227
H -2.22227 -2.85215 0.77929 0.098 -0.027 0.718
H -2.03892 -3.25238 -0.87400 0.430 -1.703 -1.391
H 2.56998 2.19710 -1.30652 -0.278 -0.521 0.890
H 2.88993 1.39547 0.40230 -0.917 1.217 -1.390
H 1.74977 2.79944 0.12891 -0.101 1.541 0.830
H 1.26233 1.02812 2.35124 1.613 1.449 1.003

25
Properties=species:S:1:pos:R:3:forces:R:3 method="wB97M-V/def2-TZVPD" de_lowest_kcal_mol=81.27 gap_ev=9.763 spin_multiplicity=1 smiles="C=CC1(n2cccn2)OCCCO1" total_energy_ha=-609.9943
C 0.12329 2.52921 -0.02866 -1.715 -0.580 1.156
C 0.21961 1.44584 0.76538 0.559 3.669 0.283
C 0.06064 0.08660 0.27340 -2.109 -1.606 -1.639
N -1.48889 -0.19543 0.00132 2.865 0.519 1.286
C -2.10846 -1.35365 -0.08745 0.671 -3.591 -0.829
C -3.47075 -1.08327 -0.20438 1.266 -0.495 -0.027
C -3.52184 0.32170 -0.19254 0.203 -2.592 0.255
N -2.30900 0.80332 -0.06324 -0.720 3.054 0.422
O 0.57152 -0.86042 1.12955 -0.156 -1.233 0.358
C 2.02315 -0.96198 1.16937 0.150 -1.923 -2.312
C 2.59173 -1.05106 -0.32142 -0.447 -0.819 -0.441
C 1.86676 0.04151 -1.16658 3.361 -0.377 -0.639
O 0.50808 -0.12549 -1.04046 -0.872 0.048 -0.799
H 0.02086 3.50004 0.40096 0.792 0.588 0.804
H -0.38934 2.60471 -0.95904 0.493 -0.945 -1.249
H 0.39174 1.75135 1.83047 -0.011 -1.295 -0.912
H -1.45276 -2.29265 -0.25780 -1.561 1.632 0.738
H -4.26261 -1.80552 -0.26868 -0.104 0.000 -0.109
H -4.47247 0.76055 -0.16076 -0.568 1.700 -0.179
H 2.35180 -1.97148 1.56399 -1.004 1.402 0.399
H 2.32526 -0.13162 1.75976 0.960 0.611 0.372
H 3.73147 -0.88153 -0.40724 -1.794 -0.532 0.416
H 2.26744 -2.15651 -0.75032 1.019 2.818 1.039
H 2.09318 1.02466 -0.72148 0.520 -0.199 -0.472
H 2.32956 0.00112 -2.26416 -1.795 0.148 2.078

27
Properties=species:S:1:pos:R:3:forces:R:3 method="wB97M-V/def2-TZVPD" de_lowest_kcal_mol=96.83 gap_ev="5.937 / 5.291" spin_multiplicity=3 total_energy_ha=-1083.3227
C 0.10052 2.77395 0.02428 0.899 -1.759 0.081
C 0.62344 1.82369 0.92946 -2.232 -0.899 -1.206
C -0.81734 2.31650 -0.92968 -1.050 2.503 -1.230
C 0.08486 0.53407 0.92166 -0.043 -1.216 1.385
C -1.47319 1.13440 -0.76604 2.482 0.868 2.016
C -1.07059 0.23207 0.22035 0.783 -1.097 -1.737
C -3.06206 -1.29808 0.13706 3.400 -2.514 -0.656
C -4.02348 -0.36597 0.35249 -0.993 0.515 0.283
C -1.59240 -1.15468 0.14694 -6.207 4.795 1.338
N -0.79231 -2.14008 0.06413 2.851 -2.968 -1.410
N 4.97048 -0.97060 -0.30576 -3.554 0.313 -1.133
O -3.43513 -2.63399 -0.07748 -2.235 1.470 1.066
O 2.44696 -1.30305 -0.10992 0.398 -0.686 -0.134
O 3.50254 0.99378 0.48077 -0.467 0.874 2.376
S 3.50107 -0.02537 -0.49448 1.221 -3.217 -3.302
H 0.53539 3.73418 -0.06051 0.308 0.865 0.030
H 1.33780 1.91699 1.67484 1.526 1.152 0.855
H -1.16536 2.97262 -1.84507 0.909 -1.121 2.115
H 0.44912 -0.32977 1.56481 -0.036 1.606 -0.613
H -2.19427 0.94059 -1.42034 -2.959 -1.294 -2.553
H -3.72090 0.71985 0.43499 -0.799 -1.618 0.258
H 2.67277 -2.16119 -0.60666 0.058 2.063 0.924
H -5.06142 -0.80127 0.48485 1.280 1.165 -0.430
H -2.79647 -3.22953 -0.43302 1.318 0.061 -0.299
H 0.19946 -2.00875 0.10036 0.687 -0.351 0.760
H 5.25226 -0.85672 0.62519 1.385 0.204 1.208
H 5.52827 -0.81367 -1.11324 1.067 0.285 0.012

24
Properties=species:S:1:pos:R:3:forces:R:3 method="wB97M-V/def2-TZVPD" de_lowest_kcal_mol=23.34 gap_ev=9.141 spin_multiplicity=1 total_energy_ha=-857.8019
H -1.11763 3.34281 0.65446 -0.121 -0.267 -0.779
N -1.31771 2.47267 0.14018 0.611 -0.448 -0.488
C -0.84254 2.39431 -1.05720 -1.722 0.385 1.414
N -0.40176 3.43779 -1.77584 2.176 0.435 -4.147
S -0.98830 0.92101 -2.05482 0.474 1.382 -0.364
C -1.47712 -0.25861 -0.88320 -2.471 -2.523 0.481
C -0.42756 -0.81863 0.03879 1.133 -0.239 0.474
C 0.08116 -0.05526 1.13829 -1.681 0.217 -0.937
C 1.05744 -0.59942 1.90496 2.071 -1.496 3.281
C 1.53071 -1.96970 1.85635 -0.179 0.874 -2.695
C 2.63732 -2.62334 2.66912 -1.867 -1.398 2.172
C 1.07989 -2.66982 0.71904 -0.798 1.730 1.727
C 0.14614 -2.08018 -0.16323 1.074 0.634 1.371
H -0.04025 3.32689 -2.79744 -0.987 -0.077 2.803
H -0.57242 4.39718 -1.56553 -0.249 0.152 0.650
H -2.39455 0.02433 -0.27827 1.178 0.279 -0.715
H -1.93680 -1.07133 -1.57989 1.067 0.968 1.217
H -0.37535 0.94735 1.37512 0.773 -1.314 -0.441
H 1.45980 -0.04367 2.79214 -0.478 -0.146 -0.969
H 3.58855 -2.10079 2.69713 -0.140 0.232 0.223
H 2.82518 -3.67496 2.34787 -0.074 0.900 -0.379
H 2.20315 -2.86753 3.73437 1.154 1.016 -1.522
H 1.36861 -3.69482 0.66774 0.264 -0.558 -0.742
H 0.12816 -2.61108 -1.05842 -1.211 -0.738 -1.636